Here is a 2-piece molecular cluster, H5N2OP overall in a non-equilibrium geometry from the OMol25 dataset. Energies are from wB97M-V/def2-TZVPD.

The geometry in XYZ format:
```
9
Properties=species:S:1:pos:R:3
O -0.014 -0.433 1.271
P -1.016 -0.511 0.231
H -0.564 -1.698 -0.604
N 1.935 0.092 0.892
H 1.833 0.142 -0.109
H -2.254 0.905 -1.037
N -1.350 0.874 -0.618
H -0.708 1.530 -1.114
H 2.137 -0.901 1.087
```

Its HOMO-LUMO gap (spin up / spin down) is 7.8 / 9.1 eV. The highest occupied orbital energy (spin up / spin down) comes out at -8.9 / -8.6 eV. The calculation puts the molar mass at 80.03 g mol⁻¹. The total energy is -528.9795 Eh. As for the energy above the lowest of the compared OMol25 structures with the same formula, charge and spin: 475.1 kJ/mol.



Here is a 2-piece molecular cluster, CH4O2 overall in a non-equilibrium geometry from the OMol25 dataset. Energies are from wB97M-V/def2-TZVPD.

The geometry in XYZ format:
```
7
Properties=species:S:1:pos:R:3
O 1.545 1.082 1.164
H -0.543 -0.020 0.024
C -1.026 -0.666 -0.777
H 1.251 1.305 0.294
H -0.944 -1.737 -0.672
H 1.515 0.173 1.495
O -1.798 -0.137 -1.528
```

Its SMILES is C=O.O. Its HOMO-LUMO gap is 11.0 eV. The highest occupied orbital energy comes out at -10.4 eV. The calculation puts the molar mass at 48.04 g mol⁻¹. The total energy is -190.9319 Eh. As for the energy above the lowest of the compared OMol25 structures with the same formula, charge and spin: 48.4 kJ/mol.